The following is a quantum chemistry calculation of a cluster of 2 separate species, H4NPS in total, from OMol25.

Element x y z (Å)
N1 0.352 1.202 -0.952
S1 1.785 1.444 -0.435
H1 0.023 1.784 -1.726
P1 -0.730 -1.625 0.942
H2 -1.562 -0.534 0.764
H3 -0.067 -1.394 -0.251
H4 0.198 -0.876 1.659

As for the SMILES: N=S.P. Its LUMO energy (alpha / beta) is -1.312 / -1.314 eV. The calculation puts the total energy at -796.5838 Ha.



The following is a quantum chemistry calculation of a structure of composition C4H14NO3 at a distorted geometry, from OMol25.

Element x y z (Å)
C1 -0.279 0.272 -2.772
C2 0.838 0.351 -1.612
C3 0.962 -0.797 -0.654
C4 1.897 -0.556 0.626
O1 1.046 -0.752 1.690
N1 0.647 1.697 -1.010
H1 0.138 -0.369 -3.504
H2 -0.178 1.277 -3.248
H3 -1.300 -0.015 -2.545
H4 1.957 0.301 -2.117
H5 1.264 -1.504 -1.320
H6 -0.161 -1.240 -0.353
H7 2.480 0.434 0.679
H8 2.623 -1.360 0.733
H9 0.674 1.627 0.028
H10 -0.264 2.004 -1.258
H11 -2.163 -0.351 2.017
H12 -3.344 -0.500 0.892
O2 -3.275 -0.628 1.914
H13 0.022 -0.331 1.479
H14 -0.902 0.921 2.166
O3 -1.006 0.331 1.382

As for the total charge: -2. Its LUMO energy (alpha / beta) is 6.463 / 6.350 eV. The calculation puts the total energy at -441.0773 Ha. Its spin multiplicity is 2.



The following is a quantum chemistry calculation of the molecule C7H13N3O4 at a distorted geometry, from OMol25.

Element x y z (Å)
N1 -3.624 0.350 -0.068
C1 -3.358 -0.984 -0.182
O1 -4.198 -1.824 -0.437
C2 -1.833 -1.228 -0.282
C3 -0.842 -0.197 -0.779
C4 -0.277 0.616 0.439
N2 -1.215 1.598 0.761
C5 0.912 1.401 -0.176
O2 0.776 2.490 -0.774
N3 2.141 0.882 0.076
C6 2.270 -0.598 0.441
C7 3.717 -1.055 -0.073
O3 4.122 -2.044 0.472
O4 4.356 -0.093 -0.857
H1 -3.029 0.983 0.436
H2 -4.635 0.367 0.375
H3 -1.593 -1.568 0.748
H4 -1.709 -2.045 -1.002
H5 -1.310 0.600 -1.334
H6 -0.001 -0.722 -1.322
H7 0.033 0.057 1.223
H8 -1.431 1.614 1.981
H9 -0.902 2.679 0.407
H10 2.768 1.413 -0.527
H11 1.513 -1.292 -0.172
H12 2.080 -0.886 1.547
H13 5.271 -0.517 -0.920

As for the SMILES: NC(=O)CC[C@H](N)C(=O)NCC(=O)O. Its LUMO energy is 0.151 eV. The calculation puts the total energy at -739.7002 Ha.



The following is a quantum chemistry calculation of a cluster of 2 separate species, C4H11FN2 in total at a distorted geometry, from OMol25.

Element x y z (Å)
C1 -1.563 0.959 0.284
C2 0.177 -0.299 -2.305
C3 -0.198 0.649 0.697
C4 0.967 -0.402 -1.032
N1 1.162 -0.367 2.328
N2 -0.101 -0.160 1.787
F1 1.001 -1.578 -0.346
H1 -2.057 1.753 0.831
H2 -1.611 1.362 -0.807
H3 -2.278 0.076 0.314
H4 -0.827 -0.823 -2.173
H5 0.079 0.644 -2.647
H6 0.760 -0.914 -3.064
H7 0.524 1.606 0.787
H8 1.910 0.224 -1.172
H9 1.151 -0.593 3.320
H10 1.585 -1.123 1.700
H11 -0.681 -1.014 1.497

Its LUMO energy is 1.156 eV. The calculation puts the total energy at -368.2204 Ha.



The following is a quantum chemistry calculation of a cluster of 2 separate species, C3H9OS in total at a distorted geometry, from OMol25.

Element x y z (Å)
C1 0.409 0.147 -1.919
S1 1.848 -1.056 -1.955
H1 0.667 0.965 -1.261
H2 0.259 0.343 -2.976
H3 -0.476 -0.409 -1.600
C2 -0.966 0.590 2.292
O1 -1.023 1.864 1.709
C3 -1.743 -0.583 1.639
H4 0.049 0.253 2.438
H5 -1.451 0.674 3.271
H6 -1.414 1.812 0.826
H7 -2.345 -1.084 2.399
H8 -2.438 -0.161 0.924
H9 -1.127 -1.445 1.388

As for the total charge: -1. Its LUMO energy is 3.439 eV. The calculation puts the total energy at -593.1072 Ha.



The following is a quantum chemistry calculation of a cluster of 8 separate species, C16H48O14 in total at a distorted geometry, from OMol25.

Element x y z (Å)
O1 -4.112 -1.424 -4.244
C1 -5.116 -1.774 -3.275
C2 -6.574 -1.875 -3.852
O2 -7.473 -2.624 -3.039
H1 -3.285 -1.353 -3.761
H2 -4.765 -2.759 -2.968
H3 -5.134 -1.149 -2.383
H4 -6.456 -2.358 -4.822
H5 -6.991 -0.876 -3.976
H6 -8.256 -2.579 -3.593
O3 -0.562 2.071 -1.935
C3 -0.659 1.306 -0.729
C4 0.180 0.029 -0.698
O4 0.011 -0.831 -1.796
H7 0.343 2.390 -1.974
H8 -0.542 1.899 0.178
H9 -1.711 1.042 -0.620
H10 0.026 -0.484 0.251
H11 1.210 0.385 -0.728
H12 0.630 -1.564 -1.761
O5 -0.275 4.544 -6.074
C5 -0.019 5.917 -5.876
C6 1.452 6.132 -5.448
O6 1.785 5.438 -4.307
H13 -0.378 4.103 -5.227
H14 -0.182 6.462 -6.805
H15 -0.618 6.347 -5.073
H16 1.687 7.187 -5.311
H17 2.113 5.788 -6.244
H18 2.694 5.659 -4.091
O7 -1.072 9.187 1.778
C7 -1.142 9.011 0.400
C8 -2.247 8.085 -0.120
O8 -3.539 8.719 0.040
H19 -1.876 9.594 2.107
H20 -1.236 9.952 -0.140
H21 -0.187 8.572 0.112
H22 -2.266 7.116 0.379
H23 -2.081 7.896 -1.180
H24 -4.126 8.295 -0.589
O9 -0.936 -5.194 6.016
C9 -0.429 -3.882 5.896
C10 -0.696 -3.196 7.246
O10 -0.111 -1.952 7.173
H25 -1.387 -5.354 5.184
H26 0.629 -3.857 5.637
H27 -0.970 -3.333 5.125
H28 -0.187 -3.630 8.107
H29 -1.755 -3.170 7.506
H30 -0.003 -1.686 8.089
O11 3.757 -0.348 3.981
C11 4.901 0.357 3.440
C12 6.018 0.209 4.482
O12 5.674 0.945 5.637
H31 3.513 0.017 4.835
H32 5.209 -0.051 2.477
H33 4.562 1.386 3.321
H34 6.956 0.572 4.061
H35 6.167 -0.853 4.676
H36 6.102 0.508 6.377
C13 -1.715 -5.968 0.541
C14 -2.709 -7.038 0.846
O13 -3.266 -6.924 2.122
H37 -1.293 -6.162 -0.445
H38 -0.833 -5.994 1.181
H39 -2.155 -4.971 0.532
H40 -2.289 -8.043 0.807
H41 -3.564 -6.986 0.171
H42 -4.020 -7.511 2.034
C15 5.872 -4.207 -1.768
C16 4.680 -4.203 -2.681
O14 3.550 -4.795 -2.125
H43 5.876 -3.325 -1.128
H44 6.868 -4.217 -2.211
H45 5.838 -5.056 -1.085
H46 4.869 -4.626 -3.667
H47 4.368 -3.186 -2.915
H48 3.660 -5.748 -2.081

As for the SMILES: OCCO.OCCO.OCCO.OCCO.OCCO.OCCO.CCO.CCO. Its LUMO energy is 0.316 eV. The calculation puts the total energy at -1691.5531 Ha.



The following is a quantum chemistry calculation of a structure of composition C23H23Cl3LaN7O4SSi at a distorted geometry, from OMol25.

Element x y z (Å)
La1 0.046 1.059 -0.031
O1 -4.122 2.215 1.926
C1 -2.859 1.919 1.699
O2 -2.478 1.258 0.750
C2 -1.911 2.471 2.717
C3 -2.301 3.269 3.783
C4 -1.314 3.733 4.637
C5 0.010 3.379 4.398
C6 0.296 2.573 3.305
N1 -0.649 2.129 2.479
C7 1.673 2.118 2.898
O3 2.717 2.395 3.645
O4 1.822 1.472 1.877
H1 -4.654 1.842 1.198
H2 -3.342 3.520 3.925
H3 -1.562 4.366 5.477
H4 0.779 3.751 5.061
H5 2.486 2.909 4.433
S1 -3.576 -6.249 0.738
N2 -2.892 -5.306 1.856
C8 -2.368 -4.275 1.202
C9 -1.639 -3.176 1.814
C10 -1.377 -3.127 3.183
C11 -0.640 -2.078 3.682
C12 -0.208 -1.096 2.796
N3 -0.462 -1.111 1.490
C13 -1.155 -2.156 0.991
C14 -1.389 -2.195 -0.473
N4 -0.903 -1.181 -1.224
C15 -1.079 -1.235 -2.544
C16 -1.730 -2.280 -3.193
C17 -2.229 -3.314 -2.436
C18 -2.055 -3.276 -1.053
C19 -2.559 -4.326 -0.181
N5 -3.224 -5.402 -0.589
H6 -1.741 -3.918 3.825
H7 -0.390 -2.006 4.730
H8 0.380 -0.263 3.155
H9 -0.685 -0.401 -3.112
H10 -1.838 -2.263 -4.267
H11 -2.749 -4.148 -2.889
C20 3.765 -1.027 -3.182
C21 2.848 0.189 -3.268
C22 1.984 0.125 -4.519
C23 3.651 1.480 -3.247
N6 1.867 0.176 -2.121
N7 2.493 0.379 -0.836
H12 4.475 -1.046 -4.007
H13 3.189 -1.954 -3.226
H14 4.362 -1.027 -2.267
H15 2.612 0.106 -5.408
H16 1.322 0.988 -4.590
H17 1.377 -0.783 -4.536
H18 4.220 1.552 -4.173
H19 4.385 1.523 -2.440
H20 3.009 2.359 -3.192
H21 1.481 -0.766 -2.065
H22 3.001 1.260 -0.869
H23 3.168 -0.330 -0.553
Cl1 -1.360 2.192 -2.181
Si1 0.412 3.729 -2.342
Cl2 0.368 3.838 0.028
Cl3 -0.760 5.440 -2.680

As for the total charge: +2. Its LUMO energy is -6.437 eV. The calculation puts the total energy at -3674.2473 Ha.



The following is a quantum chemistry calculation of a cluster of 6 separate species, C47H54BNO28 in total at a distorted geometry, from OMol25.

Element x y z (Å)
C1 0.691 5.807 1.183
C2 -0.361 5.021 1.370
C3 -0.161 3.561 1.754
C4 0.596 3.453 3.095
O1 0.114 4.350 4.057
C5 -1.100 3.952 4.631
O2 0.556 2.981 0.685
C6 0.708 1.572 0.764
B1 2.187 1.288 0.185
O3 2.403 1.089 -1.155
O4 3.229 1.271 1.074
C7 3.478 -0.070 1.551
C8 -0.343 0.798 -0.017
C9 -0.024 -0.695 0.193
O5 -1.232 -1.457 0.402
C10 -1.012 -2.437 1.340
C11 -1.446 -2.047 2.722
O6 -0.499 -3.519 1.058
O7 -1.623 1.100 0.485
C12 -2.662 0.974 -0.481
C13 -2.603 2.033 -1.607
N1 -2.029 3.322 -1.235
C14 -3.968 1.129 0.296
C15 -5.043 0.107 -0.102
O8 -6.235 0.656 -0.622
C16 -6.933 1.467 0.287
C17 -7.478 0.720 1.500
H1 1.675 5.479 1.464
H2 0.618 6.781 0.735
H3 -1.362 5.391 1.232
H4 -1.150 3.131 1.881
H5 0.506 2.427 3.455
H6 1.653 3.621 2.949
H7 -1.908 3.846 3.910
H8 -1.005 3.026 5.195
H9 -1.393 4.723 5.328
H10 0.702 1.186 1.782
H11 2.105 1.885 -1.615
H12 3.218 -0.777 0.774
H13 2.931 -0.274 2.468
H14 4.522 -0.154 1.777
H15 -0.250 0.992 -1.081
H16 0.628 -0.837 1.055
H17 0.483 -1.122 -0.664
H18 -1.026 -2.763 3.411
H19 -1.037 -1.071 2.955
H20 -2.523 -2.033 2.795
H21 -2.603 -0.018 -0.920
H22 -2.077 1.675 -2.484
H23 -3.622 2.212 -1.930
H24 -1.030 3.279 -1.340
H25 -2.237 3.555 -0.278
H26 -4.316 2.143 0.143
H27 -3.768 1.039 1.356
H28 -4.641 -0.511 -0.891
H29 -5.255 -0.548 0.741
H30 -6.353 2.321 0.632
H31 -7.768 1.874 -0.264
H32 -8.426 1.163 1.779
H33 -6.848 0.813 2.373
H34 -7.680 -0.319 1.283
O9 2.617 3.459 -3.174
C18 3.558 3.343 -3.939
C19 4.453 2.202 -3.950
C20 5.468 2.165 -4.824
O10 6.324 1.158 -4.895
C21 5.712 3.280 -5.804
O11 6.663 3.180 -6.553
C22 4.799 4.414 -5.803
C23 3.787 4.447 -4.930
O12 2.909 5.450 -4.871
H35 4.266 1.408 -3.238
H36 6.954 1.386 -5.605
H37 4.974 5.203 -6.520
H38 2.284 5.236 -4.148
O13 -2.655 -7.568 2.851
C24 -1.629 -7.790 2.230
C25 -0.781 -6.747 1.704
C26 0.324 -7.068 1.017
O14 1.141 -6.158 0.517
C27 0.713 -8.500 0.768
O15 1.720 -8.712 0.123
C28 -0.133 -9.548 1.319
C29 -1.234 -9.222 2.009
O16 -2.048 -10.125 2.541
H39 -1.067 -5.721 1.885
H40 1.853 -6.650 0.067
H41 0.162 -10.574 1.150
H42 -2.759 -9.627 2.982
O17 0.190 6.154 -4.960
C30 -0.598 6.006 -5.874
C31 -1.892 6.665 -5.918
C32 -2.720 6.447 -6.948
O18 -3.913 7.015 -7.051
C33 -2.353 5.529 -8.079
O19 -3.167 5.371 -8.968
C34 -1.051 4.886 -8.049
C35 -0.218 5.103 -7.022
O20 0.981 4.537 -6.957
H43 -2.148 7.321 -5.099
H44 -4.299 6.683 -7.884
H45 -0.793 4.240 -8.876
H46 1.413 4.833 -6.133
O21 5.428 -2.332 1.050
C36 6.362 -2.498 0.287
C37 6.991 -1.425 -0.462
C38 8.003 -1.702 -1.295
O22 8.626 -0.777 -2.008
C39 8.514 -3.104 -1.485
O23 9.425 -3.272 -2.273
C40 7.897 -4.174 -0.720
C41 6.887 -3.896 0.114
O24 6.275 -4.818 0.844
H47 6.613 -0.421 -0.320
H48 9.309 -1.247 -2.523
H49 8.280 -5.176 -0.853
H50 5.586 -4.349 1.352
O25 -5.268 -2.497 7.247
C42 -4.580 -3.408 6.821
C43 -4.859 -4.132 5.599
C44 -4.053 -5.136 5.208
O26 -4.262 -5.818 4.100
C45 -2.846 -5.536 6.024
O27 -2.163 -6.461 5.632
C46 -2.558 -4.791 7.241
C47 -3.366 -3.793 7.618
O28 -3.165 -3.071 8.713
H51 -5.726 -3.835 5.027
H52 -3.552 -6.503 3.994
H53 -1.685 -5.076 7.809
H54 -3.897 -2.427 8.747

As for the SMILES: C=C[C@H](COC)O[C@H](B(O)OC)[C@@H](COC(C)=O)O[C@H](CN)CCOCC.O=C1C=C(O)C(=O)C=C1O.O=C1C=C(O)C(=O)C=C1O.O=C1C=C(O)C(=O)C=C1O.O=C1C=C(O)C(=O)C=C1O.O=C1C=C(O)C(=O)C=C1O. Its LUMO energy is -1.793 eV. The calculation puts the total energy at -4009.6276 Ha.



What did the first record say?
The following is a quantum chemistry calculation of a cluster of 2 separate species, H4NPS in total, from OMol25.

Element x y z (Å)
N1 0.352 1.202 -0.952
S1 1.785 1.444 -0.435
H1 0.023 1.784 -1.726
P1 -0.730 -1.625 0.942
H2 -1.562 -0.534 0.764
H3 -0.067 -1.394 -0.251
H4 0.198 -0.876 1.659

As for the SMILES: N=S.P. Its LUMO energy (alpha / beta) is -1.312 / -1.314 eV. The calculation puts the total energy at -796.5838 Ha.



What is the formula in the sixth record? C16H48O14